# 1
DFT (wB97M-V/def2-TZVPD) results for a cluster of 11 separate species, C37H75Br2FN2O31P in total.

Structure (ORCA input):
```
! wB97M-V def2-TZVPD RIJCOSX def2/J DEFGRID3
* xyz 1 1
C 3.571 -4.603 3.735
O 2.581 -3.559 3.659
C 2.470 -3.009 2.397
N 1.571 -1.785 2.584
C 2.109 -0.973 3.767
C 3.612 -0.685 3.709
F 4.019 -0.312 2.421
P 1.619 -0.615 1.071
N 2.293 -1.004 -0.229
C 0.156 -2.248 2.824
Br -0.616 -1.805 4.469
C -0.608 -2.926 1.965
C -2.008 -3.365 2.304
Br -0.079 -3.390 0.219
H 3.194 -5.521 3.280
H 4.484 -4.295 3.224
H 3.759 -4.760 4.794
H 1.961 -3.662 1.693
H 3.414 -2.667 1.970
H 1.923 -1.575 4.651
H 1.512 -0.064 3.840
H 4.193 -1.548 4.030
H 3.827 0.155 4.371
H 0.237 -0.388 1.107
H 2.113 0.504 1.733
H 2.732 -1.883 -0.443
H -1.975 -4.144 3.071
H -2.586 -2.526 2.695
H -2.519 -3.760 1.430
C 5.839 -1.774 0.158
O 5.573 -3.166 0.380
C 6.556 -3.992 -0.024
O 7.573 -3.645 -0.553
O 6.193 -5.236 0.271
C 7.147 -6.238 -0.129
H 4.962 -1.250 0.526
H 6.722 -1.460 0.712
H 5.976 -1.563 -0.900
H 8.098 -6.085 0.376
H 7.294 -6.210 -1.206
H 6.713 -7.187 0.168
C -0.751 -0.180 -2.096
O -1.759 0.796 -2.357
C -2.928 0.534 -1.757
O -3.141 -0.409 -1.034
O -3.780 1.493 -2.078
C -5.097 1.390 -1.509
H 0.136 0.158 -2.622
H -0.554 -0.239 -1.027
H -1.059 -1.159 -2.458
H -5.056 1.406 -0.422
H -5.580 0.474 -1.841
H -5.637 2.258 -1.872
C -1.761 3.878 -2.954
O -0.736 4.730 -2.417
C -0.375 5.716 -3.234
O -0.854 5.934 -4.317
O 0.616 6.403 -2.666
C 1.093 7.507 -3.447
H -1.969 3.129 -2.203
H -2.672 4.441 -3.150
H -1.425 3.407 -3.876
H 0.292 8.221 -3.628
H 1.484 7.159 -4.401
H 1.882 7.957 -2.853
C 1.168 4.549 -6.273
O 1.585 3.447 -7.091
C 0.935 2.313 -6.849
O 0.101 2.141 -5.993
O 1.368 1.387 -7.704
C 0.742 0.108 -7.564
H 1.809 5.378 -6.556
H 0.124 4.795 -6.451
H 1.299 4.304 -5.220
H -0.331 0.188 -7.728
H 0.923 -0.299 -6.571
H 1.199 -0.517 -8.324
C -5.295 0.433 3.629
O -5.921 1.695 3.859
C -6.589 2.195 2.812
O -6.661 1.689 1.722
O -7.144 3.333 3.202
C -7.940 4.010 2.214
H -4.798 0.193 4.565
H -6.035 -0.328 3.387
H -4.573 0.500 2.816
H -8.769 3.378 1.902
H -7.340 4.277 1.346
H -8.305 4.902 2.711
C -6.210 4.100 6.235
O -5.928 5.179 7.139
C -4.707 5.690 7.021
O -3.851 5.314 6.258
O -4.582 6.691 7.891
C -3.308 7.344 7.871
H -7.225 3.792 6.462
H -6.137 4.433 5.203
H -5.516 3.279 6.399
H -3.115 7.775 6.891
H -2.514 6.639 8.114
H -3.374 8.120 8.626
C -5.166 5.817 -1.962
O -6.156 6.802 -2.266
C -7.351 6.548 -1.735
O -7.628 5.566 -1.090
O -8.177 7.539 -2.045
C -9.512 7.385 -1.546
H -4.266 6.141 -2.477
H -4.985 5.767 -0.889
H -5.483 4.841 -2.325
H -9.508 7.335 -0.459
H -9.966 6.482 -1.948
H -10.045 8.267 -1.886
C 7.410 1.291 2.369
O 8.601 0.521 2.205
C 9.729 1.247 2.252
O 9.775 2.437 2.419
O 10.759 0.429 2.086
C 12.042 1.077 2.109
H 6.594 0.576 2.297
H 7.401 1.787 3.338
H 7.313 2.038 1.582
H 12.199 1.569 3.066
H 12.108 1.811 1.309
H 12.763 0.280 1.961
C 6.578 -7.804 -6.784
O 6.463 -8.104 -5.385
C 5.365 -7.632 -4.809
O 4.497 -6.991 -5.344
O 5.381 -7.981 -3.518
C 4.239 -7.540 -2.782
H 7.515 -8.255 -7.094
H 5.743 -8.234 -7.333
H 6.596 -6.728 -6.941
H 3.323 -7.965 -3.188
H 4.168 -6.453 -2.805
H 4.399 -7.886 -1.765
C -3.027 -5.505 -0.890
O -4.020 -5.845 0.081
C -4.481 -7.100 -0.027
O -4.110 -7.904 -0.841
O -5.395 -7.292 0.915
C -5.987 -8.602 0.909
H -2.771 -4.471 -0.678
H -2.155 -6.150 -0.790
H -3.419 -5.584 -1.902
H -5.225 -9.362 1.068
H -6.486 -8.785 -0.040
H -6.701 -8.594 1.725
*
```

Values from the calculation:
* frontier orbital gap: 0.34426 hartree
* calculated total energy: -258120.5014 eV

Results of the Mulliken charge analysis, in e, for atoms 1 through 2:
1. C -0.81
2. O -0.30

***

# 2
DFT (wB97M-V/def2-TZVPD) results for a cluster of 6 separate species, C37H76F3N7O3S in total at a distorted geometry.

Structure (ORCA input):
```
! wB97M-V def2-TZVPD RIJCOSX def2/J DEFGRID3
* xyz 4 1
C -0.165 2.335 1.441
F 0.605 3.072 0.639
F 0.337 2.167 2.652
F -1.319 2.984 1.596
S -0.376 0.650 0.578
O -1.242 -0.121 1.472
O -0.998 0.919 -0.711
O 0.940 0.051 0.424
C -0.292 -1.945 9.192
C 0.512 -3.064 8.534
N 0.911 -2.652 7.163
C 1.569 -3.504 6.308
C 1.833 -2.810 5.166
N 1.429 -1.517 5.376
C 0.843 -1.452 6.578
C 1.458 -0.422 4.424
H -0.750 -2.364 10.084
H -1.092 -1.563 8.553
H 0.347 -1.081 9.368
H -0.029 -4.005 8.439
H 1.432 -3.320 9.057
H 1.779 -4.530 6.560
H 2.426 -3.068 4.306
H 0.287 -0.603 6.929
H 1.232 0.568 4.805
H 0.695 -0.643 3.671
H 2.455 -0.464 3.988
C -5.132 2.747 2.297
C -5.165 1.343 2.867
N -4.538 1.248 4.188
C -3.191 1.399 4.434
C -2.985 1.252 5.772
N -4.213 0.975 6.335
C -5.112 0.988 5.362
C -4.465 0.768 7.751
H -5.795 2.721 1.437
H -4.119 3.071 2.044
H -5.350 3.488 3.069
H -4.668 0.592 2.250
H -6.184 0.970 2.975
H -2.486 1.558 3.635
H -2.096 1.247 6.377
H -6.160 0.911 5.616
H -4.560 1.713 8.277
H -3.649 0.159 8.134
H -5.366 0.162 7.833
C 5.345 -2.290 -5.832
C 5.251 -1.764 -4.405
C 4.322 -2.486 -3.454
N 4.116 -1.733 -2.136
C 3.193 -0.579 -2.376
C 5.376 -1.318 -1.456
C 5.933 -2.542 -0.805
C 4.707 -3.434 -0.448
C 3.524 -2.681 -1.082
H 4.360 -2.468 -6.277
H 5.844 -3.260 -5.852
H 5.859 -1.668 -6.562
H 5.131 -0.675 -4.385
H 6.296 -1.775 -4.067
H 4.556 -3.528 -3.244
H 3.293 -2.497 -3.819
H 3.757 0.117 -2.990
H 2.913 -0.138 -1.416
H 2.212 -0.771 -2.810
H 5.110 -0.564 -0.706
H 6.019 -0.715 -2.098
H 6.555 -2.253 0.041
H 6.638 -3.052 -1.465
H 4.559 -3.521 0.625
H 4.708 -4.452 -0.831
H 2.975 -2.058 -0.378
H 2.822 -3.228 -1.713
C -0.625 7.366 -5.000
C 0.604 6.442 -5.048
C 0.582 5.476 -3.877
N 1.647 4.357 -4.067
C 3.004 5.043 -4.228
C 1.363 3.371 -5.214
C 0.918 2.044 -4.597
C 0.916 2.213 -3.085
C 1.832 3.439 -2.889
H -1.496 6.880 -5.447
H -0.512 8.399 -5.310
H -1.018 7.465 -3.978
H 1.441 7.139 -4.977
H 0.787 5.993 -6.025
H -0.277 4.856 -3.628
H 0.998 5.982 -3.007
H 3.068 5.663 -5.115
H 3.696 4.225 -4.420
H 3.237 5.558 -3.303
H 2.303 3.231 -5.740
H 0.617 3.848 -5.843
H 1.638 1.259 -4.862
H 0.048 1.593 -5.077
H 1.228 1.374 -2.474
H -0.037 2.615 -2.739
H 2.873 3.134 -2.808
H 1.557 3.971 -1.978
C -3.452 -2.608 1.904
C -3.700 -2.909 0.436
C -2.912 -1.950 -0.463
N -2.711 -2.415 -1.883
C -1.701 -3.526 -2.079
C -2.465 -1.349 -2.948
C -3.278 -1.670 -4.208
C -4.224 -2.849 -3.858
C -4.025 -3.094 -2.382
H -2.497 -3.026 2.221
H -4.229 -3.016 2.550
H -3.398 -1.537 2.121
H -4.747 -2.995 0.152
H -3.322 -3.936 0.365
H -1.911 -1.899 -0.041
H -3.411 -0.990 -0.550
H -1.813 -3.860 -3.108
H -2.009 -4.347 -1.438
H -0.702 -3.168 -1.851
H -1.384 -1.305 -3.028
H -2.873 -0.424 -2.544
H -2.543 -1.996 -4.945
H -3.792 -0.789 -4.576
H -4.099 -3.712 -4.506
H -5.241 -2.487 -3.995
H -4.116 -4.131 -2.066
H -4.802 -2.548 -1.848
*
```

Values from the calculation:
* frontier orbital gap: 0.36531 hartree
* calculated total energy: -75128.7895 eV

Results of the Mulliken charge analysis, in e, for atoms 1 through 2:
1. C 0.31
2. F -0.16

***

# 3
DFT (wB97M-V/def2-TZVPD) results for a structure of composition C37H76InN4O7 at a distorted geometry.

Structure (ORCA input):
```
! wB97M-V def2-TZVPD RIJCOSX def2/J DEFGRID3
* xyz 1 1
In 1.163 -2.939 1.534
C -1.578 -1.120 0.888
O -2.699 -1.270 0.311
O -0.464 -0.986 0.314
O -1.640 -1.646 2.044
C 1.758 1.359 -0.560
C 3.169 0.943 -1.011
C 4.147 1.846 -0.258
C 5.585 1.420 -0.316
C 5.685 0.004 0.179
C 4.827 -1.008 -0.608
N 3.481 -0.449 -0.638
O 2.431 -1.364 -1.004
C 5.353 -1.211 -2.085
C 4.856 -2.286 0.210
C 3.243 1.255 -2.546
H 1.531 1.275 0.503
H 0.998 0.724 -1.032
H 1.382 2.320 -0.919
H 4.032 2.784 -0.823
H 3.757 2.125 0.723
H 6.208 2.164 0.187
H 5.987 1.506 -1.329
H 5.667 -0.253 1.238
H 6.730 -0.218 -0.087
H 6.197 -1.869 -2.306
H 4.516 -1.287 -2.772
H 5.893 -0.284 -2.314
H 4.432 -2.054 1.190
H 4.332 -3.133 -0.251
H 5.813 -2.796 0.340
H 4.273 1.354 -2.878
H 2.573 2.067 -2.821
H 2.821 0.401 -3.093
H 1.992 -0.844 -1.691
C 0.114 0.547 3.728
C 1.314 0.378 4.664
C 0.746 -0.129 5.997
C 1.810 -0.595 7.002
C 2.601 -1.723 6.325
C 3.260 -1.279 4.995
N 2.190 -0.678 4.150
O 2.680 -0.486 2.844
C 4.475 -0.360 5.191
C 3.751 -2.601 4.371
C 2.030 1.723 4.882
H -0.657 1.268 4.002
H -0.404 -0.414 3.686
H 0.443 0.814 2.720
H 0.191 0.677 6.490
H -0.030 -0.891 5.896
H 1.316 -0.964 7.897
H 2.562 0.184 7.123
H 2.028 -2.633 6.123
H 3.349 -2.127 7.016
H 4.876 -0.034 4.229
H 4.225 0.479 5.832
H 5.275 -0.941 5.650
H 2.957 -3.293 4.094
H 4.353 -2.451 3.466
H 4.527 -3.003 5.024
H 2.648 1.873 5.767
H 1.253 2.470 5.068
H 2.609 1.958 3.987
H 3.333 0.235 2.887
C -3.708 -1.009 -3.564
C -4.288 -2.469 -3.517
C -4.381 -2.996 -4.967
C -3.044 -3.493 -5.496
C -2.404 -4.528 -4.588
C -2.254 -4.011 -3.140
N -3.446 -3.321 -2.696
O -3.646 -3.240 -1.359
C -2.003 -5.241 -2.222
C -1.027 -3.049 -3.025
C -5.719 -2.320 -2.950
H -2.840 -0.927 -4.221
H -3.450 -0.717 -2.545
H -4.463 -0.353 -3.992
H -5.322 -3.502 -5.184
H -4.545 -2.101 -5.581
H -2.344 -2.672 -5.676
H -3.143 -3.894 -6.508
H -1.435 -4.852 -4.968
H -3.026 -5.427 -4.548
H -1.509 -4.954 -1.295
H -2.959 -5.726 -2.028
H -1.376 -5.982 -2.719
H -0.187 -3.743 -2.954
H -0.929 -2.398 -3.887
H -1.116 -2.551 -2.058
H -6.463 -1.868 -3.596
H -5.675 -1.777 -2.004
H -6.017 -3.334 -2.667
H -3.135 -2.442 -1.082
C -1.196 4.805 -2.423
C -2.536 4.417 -1.767
C -3.080 3.225 -2.652
C -4.248 2.486 -2.016
C -3.926 2.051 -0.620
C -3.322 3.073 0.340
N -2.300 3.804 -0.444
O -1.432 4.633 0.311
C -4.446 4.038 0.828
C -2.702 2.430 1.567
C -3.527 5.589 -1.699
H -0.996 5.838 -2.133
H -1.271 4.797 -3.508
H -0.430 4.131 -2.042
H -3.223 3.577 -3.674
H -2.241 2.519 -2.668
H -4.585 1.643 -2.618
H -5.047 3.235 -1.970
H -3.338 1.123 -0.632
H -4.820 1.659 -0.116
H -4.064 4.989 1.194
H -5.177 4.218 0.043
H -4.993 3.564 1.647
H -2.064 3.103 2.137
H -3.458 1.971 2.205
H -2.057 1.595 1.267
H -3.536 6.198 -2.607
H -3.314 6.246 -0.858
H -4.529 5.168 -1.647
H -0.565 4.244 0.167
*
```

Values from the calculation:
* frontier orbital gap: 0.08586 hartree
* energy relative to the best compared isomer or geometry (same formula, charge and spin): 0.00 kcal/mol
* calculated total energy: -65051.9073 eV

Results of the Mulliken charge analysis, in e, for atoms 1 through 2:
1. In 1.05
2. C 0.66